C3H12NS | ωB97M-V/def2-TZVPD

E_LUMO (eV): -3.8
HOMO (eV): -12.211
2S+1: 1
HOMO-LUMO gap (eV): 8.4
Net charge: +1
Total energy (eV): -15622.0598

The geometry in XYZ format:
```
17
C3H12NS (ωB97M-V/def2-TZVPD)
C 1.63 -0.98 2.43
N 1.40 0.28 1.53
H 0.58 -1.22 2.79
H 1.72 -1.78 1.65
H 2.23 -0.50 3.20
H 1.03 1.14 2.01
H 0.93 -0.10 0.72
H 2.24 0.59 1.04
C -1.37 -0.01 -0.35
S -0.10 0.83 -1.61
C -1.27 0.58 -3.10
H -2.37 0.06 -0.61
H -1.35 0.44 0.61
H -0.92 -1.00 -0.23
H -1.37 1.47 -3.62
H -0.70 -0.09 -3.87
H -2.30 0.28 -2.60
```

***

C3H12O2S | ωB97M-V/def2-TZVPD

E_LUMO (eV): 0.6
HOMO (eV): -8.205
2S+1: 1
HOMO-LUMO gap (eV): 8.8
Total energy (eV): -18234.6354
SMILES: CCSC.O.O

The geometry in XYZ format:
```
18
C3H12O2S (ωB97M-V/def2-TZVPD)
C 2.06 1.50 0.16
C 1.51 1.68 -1.26
S -0.12 1.16 -1.35
C 0.16 -0.66 -1.59
H 1.53 0.56 0.66
H 3.15 1.24 -0.02
H 2.15 2.45 0.75
H 1.54 2.76 -1.62
H 2.00 1.04 -1.98
H 0.66 -1.01 -0.59
H 0.88 -0.74 -2.41
H -0.73 -1.26 -1.57
H -0.59 0.06 6.17
H -1.64 -0.16 5.29
O -0.71 0.03 5.22
H -2.82 -4.60 -0.55
H -2.18 -3.21 -0.28
O -2.34 -3.88 -0.99
```

***

C3H12O2S2 | ωB97M-V/def2-TZVPD

E_LUMO (eV): 0.5
HOMO (eV): -8.677
2S+1: 1
HOMO-LUMO gap (eV): 9.2
Total energy (eV): -29070.6040
SMILES: CCCSS.O.O

The geometry in XYZ format:
```
19
C3H12O2S2 (ωB97M-V/def2-TZVPD)
C -0.26 0.61 1.12
C -0.15 -0.85 0.70
C 0.48 1.65 0.23
S 0.72 1.04 -1.52
S 0.84 2.94 -2.34
H 0.11 0.70 2.14
H -1.31 0.89 1.16
H -0.98 -1.47 0.99
H -0.04 -0.98 -0.37
H 0.69 -1.34 1.19
H 1.48 1.93 0.56
H -0.18 2.52 0.19
H -0.11 2.93 -3.27
H -3.56 -1.61 -1.47
H -3.21 -2.24 -0.14
O -2.82 -2.00 -0.99
H 2.20 -2.11 0.48
H 3.01 -0.84 0.80
O 3.09 -1.76 0.54
```

***

C3H12O2S2 | ωB97M-V/def2-TZVPD

E_LUMO (eV): 0.6
HOMO (eV): -8.843
2S+1: 1
HOMO-LUMO gap (eV): 9.4
Total energy (eV): -29071.1275
SMILES: CCCSS.O.O

The geometry in XYZ format:
```
19
C3H12O2S2 (ωB97M-V/def2-TZVPD)
C 0.64 0.35 0.43
C -0.34 0.45 -0.72
C 0.73 -1.02 1.04
S 1.98 -1.20 2.36
S 1.41 0.24 3.75
H 0.37 1.08 1.21
H 1.60 0.70 0.07
H -1.38 0.29 -0.39
H -0.25 1.43 -1.18
H -0.16 -0.33 -1.46
H 1.08 -1.76 0.33
H -0.22 -1.34 1.45
H 2.10 1.24 3.19
H -1.51 2.94 2.10
H -1.95 2.61 3.52
O -1.19 2.56 2.92
H -1.45 -2.97 -6.79
H -0.30 -2.43 -5.97
O -1.17 -2.84 -5.88
```

***

C3H12O2S2 | ωB97M-V/def2-TZVPD

E_LUMO (eV): 0.4
HOMO (eV): -8.756
2S+1: 1
HOMO-LUMO gap (eV): 9.2
Total energy (eV): -29070.2585
SMILES: CCSSC.O.O

The geometry in XYZ format:
```
19
C3H12O2S2 (ωB97M-V/def2-TZVPD)
C -1.13 2.91 1.24
C -0.26 1.94 0.50
S 0.36 0.86 1.79
S 2.23 0.15 1.20
C 2.19 -1.62 0.65
H -2.17 2.61 1.38
H -1.27 3.92 0.80
H -0.83 3.32 2.21
H -0.76 1.36 -0.26
H 0.61 2.42 0.06
H 1.38 -2.24 1.00
H 2.12 -1.71 -0.44
H 3.18 -1.84 1.04
H -1.29 -1.02 -1.81
H -2.17 -1.74 -2.90
O -2.15 -1.02 -2.23
H -0.73 -2.67 -0.93
H 0.79 -3.00 -1.65
O -0.11 -2.62 -1.65
```

***

C3H12O2S2 | ωB97M-V/def2-TZVPD

E_LUMO (eV): 0.6
HOMO (eV): -8.852
2S+1: 1
HOMO-LUMO gap (eV): 9.5
Total energy (eV): -29070.8083
SMILES: CCCSS.O.O

The geometry in XYZ format:
```
19
C3H12O2S2 (ωB97M-V/def2-TZVPD)
C 0.81 1.07 1.17
C -0.69 1.35 1.23
C 1.12 -0.42 1.26
S 2.76 -0.74 0.43
S 2.44 -2.50 -0.54
H 1.12 1.39 0.17
H 1.51 1.57 1.84
H -1.12 0.69 0.49
H -0.87 2.36 0.85
H -1.07 1.21 2.19
H 1.21 -0.84 2.26
H 0.44 -1.07 0.72
H 2.76 -3.35 0.44
H 0.19 -3.24 -4.21
H 1.47 -4.01 -3.98
O 0.72 -3.63 -3.51
H -3.87 2.74 -0.17
H -4.68 3.84 -0.73
O -4.25 3.58 0.09
```

***

C3H12O3 | ωB97M-V/def2-TZVPD

E_LUMO (eV): 0.6
HOMO (eV): -10.523
2S+1: 1
HOMO-LUMO gap (eV): 11.1
Total energy (eV): -9446.8865
SMILES: CC(C)O.O.O

The geometry in XYZ format:
```
18
C3H12O3 (ωB97M-V/def2-TZVPD)
C -0.42 0.67 -0.07
C 0.00 -0.52 0.82
C -1.02 -0.69 1.98
O 1.34 -0.22 1.39
H 0.47 0.72 -0.68
H -0.50 1.49 0.57
H -1.40 0.46 -0.56
H 0.11 -1.55 0.43
H -1.98 -0.65 1.50
H -0.91 0.16 2.68
H -1.19 -1.55 2.71
H 1.60 -0.81 2.12
H -2.73 0.11 -3.83
H -1.86 1.51 -3.28
O -2.68 1.09 -3.74
H 4.44 -0.18 -0.47
H 2.99 -0.11 -0.52
O 3.72 0.08 -1.05
```

***

C3H12O3S | ωB97M-V/def2-TZVPD

E_LUMO (eV): 0.5
HOMO (eV): -8.976
2S+1: 1
HOMO-LUMO gap (eV): 9.5
Total energy (eV): -20281.9594
SMILES: OCCCS.O.O

The geometry in XYZ format:
```
19
C3H12O3S (ωB97M-V/def2-TZVPD)
C 1.23 0.47 0.38
O 0.31 -0.57 0.75
C 0.50 1.47 -0.49
C -0.05 0.71 -1.67
S -1.61 1.25 -2.26
H 1.72 0.70 1.31
H 2.03 -0.08 -0.18
H -0.42 -0.04 1.20
H -0.21 1.99 0.09
H 1.12 2.36 -0.86
H -0.01 -0.45 -1.61
H 0.54 0.89 -2.59
H -2.15 1.79 -1.09
H -2.61 -0.82 0.52
H -2.49 -1.07 2.09
O -2.13 -0.61 1.37
H 0.99 -2.61 0.34
H 1.83 -2.40 1.66
O 1.44 -3.00 1.07
```

***

C3H12O3S | ωB97M-V/def2-TZVPD

E_LUMO (eV): 0.5
HOMO (eV): -9.133
2S+1: 1
HOMO-LUMO gap (eV): 9.6
Total energy (eV): -20282.1642
SMILES: OCCCS.O.O

The geometry in XYZ format:
```
19
C3H12O3S (ωB97M-V/def2-TZVPD)
C -0.92 0.87 0.65
O 0.49 0.78 0.61
C -1.45 -0.47 1.15
C -1.26 -1.59 0.13
S -1.47 -3.23 0.88
H -1.21 1.09 -0.39
H -1.29 1.72 1.23
H 1.32 0.99 1.02
H -2.50 -0.35 1.45
H -0.89 -0.68 2.06
H -2.04 -1.57 -0.63
H -0.29 -1.46 -0.33
H -2.00 -3.88 -0.15
H 2.08 1.70 -2.58
H 0.65 2.04 -2.13
O 1.56 2.34 -2.08
H 3.30 -0.17 -0.45
H 2.52 1.11 -0.27
O 3.39 0.74 -0.18
```

***

C3H12O3S | ωB97M-V/def2-TZVPD

E_LUMO (eV): 0.7
HOMO (eV): -9.200
2S+1: 1
HOMO-LUMO gap (eV): 9.9
Total energy (eV): -20282.1672
SMILES: OCCCS.O.O

The geometry in XYZ format:
```
19
C3H12O3S (ωB97M-V/def2-TZVPD)
C 0.56 -1.84 0.37
O 1.79 -2.05 -0.36
C 0.12 -0.36 0.28
C -0.49 0.14 1.56
S -1.48 1.65 1.31
H -0.22 -2.45 -0.12
H 0.66 -2.07 1.45
H 2.29 -2.66 0.19
H 0.82 0.20 -0.33
H -0.73 -0.53 -0.45
H 0.27 0.15 2.36
H -1.17 -0.67 1.83
H -2.43 0.97 0.61
H -1.41 5.70 1.39
H -0.08 5.42 1.92
O -0.51 6.01 1.29
H 1.39 -4.81 -5.90
H 1.99 -5.48 -4.63
O 1.25 -4.97 -4.97
```

***

C3H12O4 | ωB97M-V/def2-TZVPD

E_LUMO (eV): 0.6
HOMO (eV): -8.948
2S+1: 1
HOMO-LUMO gap (eV): 9.6
Total energy (eV): -11494.7912
SMILES: C=C(C)O.O.O.O

The geometry in XYZ format:
```
19
C3H12O4 (ωB97M-V/def2-TZVPD)
C -0.88 -0.41 -0.52
C -0.32 0.35 0.43
O -0.61 0.08 1.76
C 0.71 1.42 0.28
H -0.94 -0.12 -1.56
H -1.43 -1.27 -0.17
H -1.51 -0.23 1.79
H 1.40 1.08 -0.50
H 1.32 1.46 1.18
H 0.32 2.39 -0.01
H 2.23 -2.61 -0.91
H 1.71 -1.39 -0.24
O 2.20 -1.67 -1.03
H -2.49 1.73 2.98
H -3.17 1.54 4.34
O -3.02 1.14 3.50
H 1.48 -1.54 -3.08
H 1.83 -0.99 -4.45
O 1.16 -0.96 -3.78
```

***

C3H12O4 | ωB97M-V/def2-TZVPD

E_LUMO (eV): 0.5
HOMO (eV): -8.183
2S+1: 1
HOMO-LUMO gap (eV): 8.7
Total energy (eV): -11493.3543
SMILES: C/C=C/O.O.O.O

The geometry in XYZ format:
```
19
C3H12O4 (ωB97M-V/def2-TZVPD)
C -3.99 0.15 1.00
C -2.64 -0.41 0.54
C -1.48 -0.08 1.12
O -0.48 0.66 0.47
H -4.26 1.18 0.52
H -4.10 0.40 2.05
H -4.84 -0.45 0.67
H -2.71 -0.91 -0.47
H -1.23 0.03 2.22
H 0.37 0.50 0.93
H 2.73 -0.78 1.03
H 2.99 0.73 1.07
O 2.32 0.06 1.25
H -0.14 -0.69 -1.43
H 0.29 -1.38 -2.59
O 0.71 -0.90 -1.87
H 3.36 -0.20 -1.60
H 3.48 1.27 -1.97
O 4.02 0.48 -1.89
```

***

C3H12O5 | ωB97M-V/def2-TZVPD

E_LUMO (eV): 0.5
HOMO (eV): -10.751
2S+1: 1
HOMO-LUMO gap (eV): 11.2
Total energy (eV): -13543.7090
SMILES: CCC(=O)O.O.O.O

The geometry in XYZ format:
```
20
C3H12O5 (ωB97M-V/def2-TZVPD)
O -0.71 -0.93 -1.71
C -0.77 -0.29 -0.68
O -0.33 0.96 -0.59
C -1.40 -0.83 0.57
C -1.26 -2.35 0.71
H -0.08 1.30 -1.49
H -2.45 -0.56 0.51
H -1.06 -0.29 1.46
H -0.64 -2.79 -0.06
H -2.23 -2.85 0.59
H -0.88 -2.59 1.68
H 0.14 1.40 2.19
H 0.66 2.48 1.26
O 0.32 2.34 2.15
H 3.67 1.21 1.13
H 2.23 0.55 1.33
O 2.96 0.71 0.72
H 1.24 1.31 -3.52
H 0.17 0.13 -3.09
O 0.39 1.07 -3.16
```